ORCA calculation (ωB97M-V/def2-TZVPD) on the ion C10H20NO6 with charge +1 at a distorted geometry.

Computed properties:
Relative energy (zero: lowest compared OMol25 entry of this formula, charge and spin): 3.7 kcal/mol
Frontier orbital gap: 10.3 eV
Charge: +1

XYZ file:
```
37
C10H20NO6 | the OMol25 dataset | ωB97M-V/def2-TZVPD
O -1.902 -1.355 -1.765
O -0.254 -2.662 -0.882
O 0.435 1.338 3.044
O 2.627 1.303 3.526
O 0.342 -0.216 0.719
O -2.374 2.512 -0.365
N 0.893 0.996 0.284
C -1.269 -3.435 -0.207
C -1.843 -2.725 1.017
C -0.184 2.056 0.279
C 1.505 0.775 -1.078
C -1.606 1.504 0.266
C 0.354 -1.017 -2.511
C 1.579 1.379 2.674
C -0.720 -1.691 -1.681
C 1.998 1.438 1.209
C 0.499 0.470 -2.179
H 3.353 1.848 3.205
H 1.062 -0.788 1.015
H 2.307 2.438 0.928
H 2.177 -0.069 -0.965
H -3.110 2.749 0.194
H -1.670 0.603 -0.333
H -0.002 -1.088 -3.532
H -2.924 -2.697 0.979
H -0.488 0.872 -1.983
H -0.765 -4.342 0.097
H -1.556 -3.263 1.912
H 2.847 0.781 1.042
H -0.038 2.636 -0.624
H 2.118 1.639 -1.304
H 0.848 0.976 -3.072
H 1.291 -1.563 -2.474
H -1.478 -1.710 1.078
H -1.950 1.307 1.273
H -0.057 2.717 1.122
H -2.043 -3.716 -0.908
```


ORCA calculation (ωB97M-V/def2-TZVPD) on the molecule C4H12Si2 at a distorted geometry.

Computed properties:
Relative energy (zero: lowest compared OMol25 entry of this formula, charge and spin): 41.6 kcal/mol
Frontier orbital gap: 10.6 eV

XYZ file:
```
18
C4H12Si2 | the OMol25 dataset | ωB97M-V/def2-TZVPD
Si -0.468 2.001 -0.096
Si -2.597 -0.709 0.010
C 1.630 0.155 -0.187
C 2.247 -1.152 0.304
C 0.028 0.240 -0.173
C -0.665 -0.836 0.065
H -3.537 -0.471 1.132
H -1.878 1.911 -0.341
H -0.290 -1.869 0.172
H 1.865 0.959 0.578
H -2.959 -2.186 0.014
H 2.011 0.611 -1.182
H 3.321 -1.119 0.536
H -2.826 0.150 -1.193
H -0.429 2.279 1.375
H 1.844 -1.500 1.223
H 2.190 -1.921 -0.461
H 0.224 3.100 -0.781
```


ORCA calculation (ωB97M-V/def2-TZVPD) on the molecule C3H5N at a distorted geometry.

Computed properties:
Relative energy (zero: lowest compared OMol25 entry of this formula, charge and spin): 60.5 kcal/mol
Frontier orbital gap: 10.7 eV

XYZ file:
```
9
C3H5N | the OMol25 dataset | ωB97M-V/def2-TZVPD
N 1.613 -0.478 -0.122
C -0.800 0.029 -0.137
C 0.560 0.607 0.053
C -1.990 -0.254 0.010
H 1.522 -1.193 0.622
H -3.200 -0.180 0.190
H 2.447 0.039 0.092
H 0.563 1.048 1.056
H 0.758 1.346 -0.667
```


ORCA calculation (ωB97M-V/def2-TZVPD) on the molecule C3H5NO2.

Computed properties:
Relative energy (zero: lowest compared OMol25 entry of this formula, charge and spin): 42.2 kcal/mol
Frontier orbital gap: 10.5 eV

XYZ file:
```
11
C3H5NO2 | the OMol25 dataset | ωB97M-V/def2-TZVPD
O -1.451 0.662 1.745
O 0.409 -0.988 -0.733
N 1.130 1.026 0.035
C -1.170 0.474 0.587
C -0.785 -0.896 0.063
C 1.328 -0.030 -0.624
H 2.215 -0.313 -1.193
H -1.339 1.233 -0.191
H 1.897 1.686 -0.004
H -1.575 -1.257 -0.602
H -0.710 -1.589 0.902
```


ORCA calculation (ωB97M-V/def2-TZVPD) on a structure of composition C20H15ClN5O4RuS at a distorted geometry.

Computed properties:
Relative energy (zero: lowest compared OMol25 entry of this formula, charge and spin): 20.7 kcal/mol
Frontier orbital gap (spin up / spin down): 6.7 / 4.2 eV
Charge: +3
Spin multiplicity: 5

XYZ file:
```
47
C20H15ClN5O4RuS | the OMol25 dataset | ωB97M-V/def2-TZVPD
Ru -0.662 0.061 -0.040
Cl -0.791 -4.690 3.243
S 1.129 -0.183 -1.582
O -2.678 -5.926 1.456
O -2.255 -0.760 -1.216
O -3.358 -2.682 -1.610
O -3.544 -5.042 -0.385
N -0.414 -2.408 1.838
N -0.940 1.960 -0.707
N 2.602 1.548 -2.977
N 0.942 2.588 -2.018
N -0.870 -1.799 0.712
C 3.449 0.487 -3.512
C -2.833 3.405 -0.432
C 2.305 -0.355 4.210
C -0.325 2.877 -1.462
C 0.489 -1.743 2.642
C -2.170 2.222 -0.225
C 1.725 3.536 -2.661
C -2.188 4.367 -1.204
C -2.558 -1.996 -1.024
C -2.781 -5.039 0.659
C 0.540 -0.323 2.574
C -1.021 -3.648 1.964
C 2.745 2.882 -3.254
C 1.368 -2.452 3.501
C -1.783 -2.609 0.156
C -1.902 -3.801 0.882
C -0.939 4.096 -1.729
C 1.515 1.361 -2.216
C 2.268 -1.754 4.266
C 1.433 0.359 3.348
H -0.218 0.254 2.017
H 2.943 -0.018 -4.335
H 1.467 1.440 3.335
H -2.667 5.314 -1.413
H -2.645 1.418 0.345
H -3.550 -4.238 -0.945
H 2.954 -2.291 4.908
H 3.690 -0.246 -2.745
H -3.824 3.556 -0.029
H 1.348 -3.530 3.536
H 2.996 0.189 4.843
H 4.372 0.919 -3.889
H 1.543 4.594 -2.617
H 3.551 3.276 -3.850
H -0.459 4.826 -2.361
```


ORCA calculation (ωB97M-V/def2-TZVPD) on a cluster of 2 separate species, C4H7FNO in total at a distorted geometry.

Computed properties:
Relative energy (zero: lowest compared OMol25 entry of this formula, charge and spin): 42.1 kcal/mol
Frontier orbital gap (spin up / spin down): 4.9 / 4.9 eV
Charge: -1

XYZ file:
```
14
C4H7FNO | the OMol25 dataset | ωB97M-V/def2-TZVPD
F 0.098 -3.268 0.739
O -3.480 0.480 0.468
N -2.528 0.379 -0.623
C 1.869 0.892 -0.494
C 0.802 0.042 -0.658
C -0.241 -1.996 0.207
C 0.849 -1.277 -0.166
H 1.798 -1.926 -0.182
H -3.157 1.197 1.014
H 2.858 0.610 -0.082
H 1.950 1.827 -1.116
H -2.482 -0.657 -0.837
H -0.202 0.596 -0.961
H -1.280 -1.642 0.385
```


ORCA calculation (ωB97M-V/def2-TZVPD) on a cluster of 2 separate species, C3H9Cl2N2 in total at a distorted geometry.

Computed properties:
Relative energy (zero: lowest compared OMol25 entry of this formula, charge and spin): 99.1 kcal/mol
Frontier orbital gap (spin up / spin down): 5.4 / 3.6 eV
Charge: +1

XYZ file:
```
16
C3H9Cl2N2 | the OMol25 dataset | ωB97M-V/def2-TZVPD
Cl -1.023 1.861 0.145
Cl -2.145 0.059 -1.695
N 1.997 0.782 -1.730
N -1.595 -0.743 0.656
C 1.990 0.288 -0.331
C -1.333 0.250 -0.229
C -1.423 -0.810 2.100
H 2.746 -0.437 -0.229
H -0.375 -0.849 2.430
H 1.427 1.670 -1.825
H -1.830 0.136 2.504
H 1.354 0.229 -2.372
H 0.998 -0.005 -0.081
H -1.892 -1.689 0.233
H 2.977 0.838 -2.216
H -1.874 -1.580 2.641
```


Q: Which of these has the highest relative energy (zero: lowest compared OMol25 entry of this formula, charge and spin)?
A: C3H9Cl2N2


Q: Among the records above, which one has the lowest relative energy (zero: lowest compared OMol25 entry of this formula, charge and spin)?
A: C10H20NO6


Q: Which value of relative energy (zero: lowest compared OMol25 entry of this formula, charge and spin) does entry 6 give?
A: 42.1 kcal/mol


Q: Among the records above, which one has the highest relative energy (zero: lowest compared OMol25 entry of this formula, charge and spin)?
A: C3H9Cl2N2